{"formula": "C48H69F8N4O24S2", "method": "the ωB97M-V functional and the def2-TZVPD basis", "spin_multiplicity": 1, "energy_ha": -5490.2436, "gap_ev": 7.24, "largest_force_ev_per_a": 0.90, "total_charge": 1, "lumo_ev": -3.26, "homo_energy_ev": -10.49, "symbols": ["C", "O", "C", "C", "C", "C", "C", "C", "C", "C", "C", "C", "C", "C", "C", "C", "O", "N", "O", "C", "C", "C", "C", "F", "C", "N", "C", "C", "C", "S", "C", "S", "N", "C", "C", "N", "C", "H", "H", "H", "H", "H", "H", "H", "H", "H", "H", "H", "H", "H", "H", "H", "H", "H", "H", "H", "H", "H", "H", "H", "H", "H", "H", "H", "H", "H", "H", "H", "H", "H", "H", "H", "H", "H", "H", "H", "H", "H", "H", "H", "H", "H", "H", "H", "H", "C", "C", "O", "C", "O", "O", "F", "H", "H", "H", "C", "C", "O", "C", "O", "O", "F", "H", "H", "H", "C", "C", "O", "C", "O", "O", "F", "H", "H", "H", "C", "C", "O", "C", "O", "O", "F", "H", "H", "H", "C", "C", "O", "C", "O", "O", "F", "H", "H", "H", "C", "C", "O", "C", "O", "O", "F", "H", "H", "H", "C", "C", "O", "C", "O", "O", "F", "H", "H", "H"], "positions_angstrom": [[-7.9605, 4.3002, -0.8362], [-6.5598, 4.4236, -0.7360], [-5.9938, 5.2108, -1.7658], [-4.6268, 5.7006, -1.3172], [-3.5588, 4.5970, -1.3791], [-2.5280, 4.6929, -0.2369], [-1.1105, 5.1272, -0.6832], [-0.0196, 4.1242, -0.3081], [1.3992, 4.7044, -0.4631], [2.1748, 4.7538, 0.8539], [2.6104, 3.3535, 1.3361], [4.0563, 3.0025, 0.9488], [4.8658, 2.4481, 2.1216], [4.3093, 1.1061, 2.6527], [5.3454, -0.0113, 2.7832], [4.9487, -1.0172, 3.8446], [6.0672, -1.8814, 4.0387], [5.8681, -2.7274, 5.2010], [6.2296, -3.8008, 4.9870], [3.6483, -1.7406, 3.5028], [3.4774, -2.2004, 2.0294], [3.6884, -3.7290, 1.8686], [5.1171, -4.1602, 1.5664], [5.3200, -5.4447, 2.0648], [4.2823, -1.3949, 0.9918], [5.5444, -0.7927, 1.5146], [6.2480, -0.0278, 0.4198], [7.1393, -0.9485, -0.4155], [6.8648, -0.7884, -1.9235], [5.9910, -2.2664, -2.5163], [4.3508, -1.8331, -2.9380], [3.2326, -2.9955, -2.6883], [4.0490, -0.5990, -3.4851], [4.8822, 0.3691, -4.0393], [4.0722, 1.3710, -4.4517], [2.7493, 1.0664, -4.1923], [2.7609, -0.0998, -3.6373], [-8.4422, 5.2666, -1.0227], [-8.3459, 3.9179, 0.1013], [-8.2479, 3.6417, -1.6639], [-6.6436, 6.0576, -2.0073], [-5.8674, 4.5915, -2.6658], [-4.3442, 6.5375, -1.9593], [-4.7341, 6.0845, -0.3015], [-3.0293, 4.6779, -2.3232], [-4.0509, 3.6247, -1.3541], [-2.8613, 5.4151, 0.5100], [-2.4426, 3.7395, 0.2904], [-1.1038, 5.3029, -1.7604], [-0.8504, 6.0672, -0.1899], [-0.1818, 3.8608, 0.7431], [-0.1419, 3.2008, -0.8786], [1.3334, 5.7052, -0.8938], [1.9614, 4.1087, -1.1904], [1.5062, 5.1878, 1.6014], [3.0427, 5.4072, 0.7559], [2.5004, 3.3332, 2.4229], [1.9063, 2.6395, 0.9054], [4.5793, 3.8712, 0.5484], [4.0466, 2.2492, 0.1513], [5.9237, 2.3751, 1.8680], [4.8097, 3.1813, 2.9290], [3.4492, 0.8125, 2.0522], [3.9168, 1.2747, 3.6558], [6.3051, 0.4307, 3.0495], [4.7825, -0.4366, 4.7572], [2.8386, -1.0690, 3.7858], [3.5601, -2.6264, 4.1281], [2.4312, -2.0286, 1.7784], [3.0288, -4.0672, 1.0693], [3.3812, -4.2284, 2.7860], [5.2979, -4.2223, 0.4918], [5.8593, -3.5300, 2.0645], [4.5426, -2.0236, 0.1376], [3.6808, -0.5852, 0.5857], [6.1672, -1.5726, 1.7401], [6.8257, 0.7577, 0.8907], [5.4576, 0.4388, -0.1660], [6.9883, -1.9900, -0.1236], [8.1797, -0.6925, -0.2182], [7.7998, -0.7036, -2.4742], [6.3055, 0.1254, -2.0888], [5.9470, 0.2892, -4.1450], [4.3899, 2.2851, -4.9236], [1.8825, -0.6355, -3.3232], [-4.7275, 1.1705, -3.9025], [-5.0620, 1.3909, -5.3596], [-4.7730, 2.7718, -5.5234], [-3.8181, 3.1080, -4.6177], [-3.1858, 4.1103, -4.6499], [-3.6858, 2.1373, -3.6835], [-6.3700, 1.1781, -5.6276], [-5.5765, 1.4039, -3.2579], [-4.3771, 0.1689, -3.6909], [-4.4574, 0.8132, -6.0576], [7.9723, -6.6937, 3.6971], [9.1463, -6.1569, 4.4909], [10.2334, -6.3642, 3.6070], [9.7437, -6.3255, 2.3379], [10.4010, -6.1799, 1.3636], [8.3953, -6.4307, 2.3525], [9.3511, -6.8460, 5.6360], [7.8515, -7.7664, 3.8508], [7.0340, -6.1873, 3.9005], [9.0837, -5.0955, 4.7165], [-8.4991, 2.8617, 4.4875], [-8.0722, 2.9784, 3.0408], [-9.1260, 3.7398, 2.4778], [-9.6516, 4.5178, 3.4686], [-10.3690, 5.4408, 3.2900], [-9.2272, 4.0840, 4.6758], [-8.0092, 1.7753, 2.4214], [-9.1731, 2.0173, 4.6368], [-7.6654, 2.8061, 5.1824], [-7.1284, 3.5039, 2.8806], [-13.3839, 0.7670, 6.9774], [-12.3190, 1.6543, 7.5896], [-11.1807, 1.3318, 6.8079], [-11.6180, 0.9263, 5.5851], [-10.9273, 0.8292, 4.6259], [-12.9397, 0.6685, 5.6195], [-12.0741, 1.3506, 8.8841], [-13.3769, -0.2224, 7.4361], [-14.3840, 1.1867, 7.0228], [-12.5142, 2.7246, 7.5087], [-3.3311, -2.5563, -7.6526], [-4.4790, -3.5449, -7.6577], [-5.0024, -3.3949, -6.3435], [-4.7274, -2.1345, -5.9242], [-5.2290, -1.6061, -4.9895], [-3.8039, -1.5641, -6.7308], [-4.0600, -4.8182, -7.8197], [-2.4230, -3.0138, -7.2587], [-3.1299, -2.1137, -8.6231], [-5.2663, -3.3309, -8.3812], [-7.8244, -7.0163, -6.1391], [-6.5252, -6.4228, -6.6424], [-6.9470, -5.7186, -7.7977], [-8.2519, -5.3556, -7.6073], [-8.8223, -4.5513, -8.2579], [-8.7790, -6.0430, -6.5703], [-5.6292, -7.3740, -6.9979], [-8.0291, -7.9725, -6.6223], [-7.8616, -7.1340, -5.0602], [-6.0469, -5.7264, -5.9528], [11.2258, -1.5970, 3.1255], [9.9948, -2.4781, 3.1721], [8.9423, -1.5223, 3.2020], [9.3928, -0.4056, 2.5798], [8.6794, 0.4684, 2.1943], [10.7199, -0.4465, 2.4238], [9.9245, -3.2498, 4.2803], [11.5453, -1.3058, 4.1262], [12.0582, -2.0372, 2.5862], [9.8713, -3.1225, 2.2991]], "mulliken_charge": [-0.5380, -0.1849, -0.6380, -0.8474, 0.1224, -0.9581, -0.7760, -0.6155, -0.8374, -1.1321, -0.6075, -0.5133, -1.4886, -1.1233, -0.0668, -0.3273, -0.0616, -0.0447, -0.1263, -1.4611, 0.3824, -1.4021, 0.4952, -0.3867, -1.3491, 1.2195, -0.5200, -1.2168, -0.8593, -0.1584, 0.4798, -0.2130, 0.1697, -0.1724, -0.7018, -0.5551, -0.2161, 0.3393, -0.0008, 0.2601, 0.4890, 0.1797, 0.3564, 0.3953, 0.0819, 0.1766, 0.3279, 0.4103, 0.4705, 0.3022, 0.4135, 0.2540, 0.4935, 0.3847, 0.4041, 0.4399, 0.4434, 0.3298, 0.7245, -0.0641, 0.5073, 0.6422, 0.4478, 0.5404, 0.6151, 0.6713, 0.3999, 0.6392, 0.5136, 0.3034, 0.5062, 0.1799, -0.1496, 0.0031, 0.8555, 0.1147, 0.5481, 0.3152, 0.4212, 0.4485, 0.4144, 0.4639, 0.5418, 0.4142, 0.4063, -0.3023, 0.4649, -0.3575, 0.6219, -0.5294, -0.3159, -0.3144, 0.2329, 0.2897, 0.2291, -0.2682, 0.5622, -0.3248, 0.6733, -0.5104, -0.3130, -0.3063, 0.2635, 0.1608, 0.1092, -0.0389, 0.2779, -0.3102, 0.6230, -0.5178, -0.3279, -0.3118, 0.0311, 0.2765, 0.3214, -0.4452, 0.3098, -0.2978, 0.6830, -0.5443, -0.3333, -0.2730, 0.2810, 0.2698, 0.2974, -0.4223, 0.2901, -0.2666, 0.5665, -0.4840, -0.3174, -0.3010, 0.2765, 0.3066, 0.3141, -0.4459, 0.4852, -0.2946, 0.6674, -0.5018, -0.3253, -0.3258, 0.2875, 0.2907, 0.1749, -0.6025, 0.3609, -0.1314, 0.4143, -0.4614, -0.3669, -0.3227, 0.3073, 0.3171, 0.3292]}